C3H6BrClN3 | ωB97M-V/def2-TZVPD

```
14
Properties=species:S:1:pos:R:3
Br -3.549 -0.109 0.399
Cl -0.977 2.338 0.108
N -1.844 -0.521 -0.225
N 0.546 0.193 -0.165
N 0.307 -1.142 -0.024
C 1.735 0.765 0.334
C -0.547 0.887 -0.563
C -1.002 -1.470 0.072
H 2.099 -0.028 0.991
H 1.098 -1.812 0.113
H -0.660 0.799 -1.709
H 2.536 0.887 -0.376
H -1.358 -2.483 0.198
H 1.618 1.695 0.848
```

Values from the calculation:
Max |F|: 4.86 eV/Å
Charge: +1
Energy relative to the best compared isomer or geometry (same formula, charge and spin): 109.6 kJ/mol
Energy: -90232.82109 eV

Atom charges from the natural (NBO) analysis, given in e for atoms 1 to 4: 0.37 0.17 -0.51 -0.29